The following is a quantum chemistry calculation of C25H30N5RuS5 as an isolated structure, from the Open Molecules 2025 dataset.

Net charge: -2
Electronic energy in eV: -90620.2104
Spin multiplicity: 6
E_LUMO (alpha / beta) in eV: 4.51 / 4.16
Expectation value of S²: 8.827
Energy above the lowest of the compared OMol25 structures with the same formula, charge and spin in kcal per mole: 27.9
Largest force on an atom in eV/A: 0.99
Orbital gap (alpha / beta) in eV: 4.094 / 5.162
Highest occupied orbital energy (alpha / beta) in eV: 0.42 / -1.00
M in g/mol: 661.96

Last column: Mulliken charge in e.
Element x y z (Å)
Ru -0.20366 -0.86748 -0.06742  -0.027
C 2.19845 -3.09948 3.83283  -0.804
S 2.15614 -1.31242 4.11521  -0.138
C 1.31540 -0.83711 2.60931  0.364
S -0.24727 -1.47695 2.31065  -0.495
N 1.97244 0.00266 1.87725  -1.301
N 1.32468 0.31494 0.68774  1.525
C 1.64946 1.51195 0.24428  -1.175
C 1.17840 2.12090 -0.92263  0.863
C 1.45111 3.50352 -1.12949  -1.038
C 0.82858 4.22100 -2.09539  -0.461
C -0.14046 3.56744 -2.91803  -0.840
C -0.29956 2.22940 -2.77090  -0.270
N 0.40160 1.47819 -1.88266  1.598
H 2.69028 -3.54323 4.69931  0.346
H 2.75436 -3.32752 2.92534  0.251
H 1.18748 -3.48781 3.72920  0.236
H 2.30691 2.09961 0.87897  0.229
H 2.14716 3.97477 -0.44570  0.405
H 1.03476 5.27712 -2.21633  0.375
H -0.74646 4.10552 -3.63164  0.415
H -1.00739 1.67007 -3.36702  0.436
S -2.00820 -2.12269 -0.79619  -0.314
C -1.78594 -3.83262 -0.45672  0.462
C -2.93526 -4.63556 -0.51308  -0.733
C -2.89057 -6.00086 -0.30354  -0.490
C -1.65902 -6.59668 -0.02304  -0.434
C -0.52039 -5.82093 0.05400  -0.633
C -0.53538 -4.42283 -0.15304  0.166
S 0.93545 -3.51683 -0.03507  -0.342
H -3.88051 -4.14588 -0.72128  0.362
H -3.79688 -6.59392 -0.35380  0.315
H -1.59397 -7.66786 0.13998  0.314
H 0.43610 -6.27916 0.27813  0.331
C 1.68841 -1.98033 -2.88753  -1.893
C 1.53224 -0.46728 -2.93465  3.310
C 1.19637 -0.07720 -4.38454  -1.965
C 2.87677 0.16592 -2.57168  -1.962
C 0.36236 -0.00491 -2.00277  -2.670
H 2.35382 -2.30729 -3.69668  0.447
H 0.72848 -2.48951 -2.99435  0.314
H 2.10466 -2.30730 -1.93998  0.208
H 2.00594 -0.38135 -5.05713  0.457
H 1.06062 1.00145 -4.49636  0.382
H 0.27860 -0.57510 -4.71004  0.402
H 3.65339 -0.24642 -3.22499  0.555
H 3.14725 -0.05771 -1.53797  0.233
H 2.87132 1.25053 -2.70187  0.304
H -0.54666 -0.21025 -2.57121  0.988
C 0.15575 3.02490 4.17994  -1.470
C -0.99241 2.21201 3.70641  0.748
C -1.88655 1.51174 4.47932  -0.638
C -2.89657 0.77734 3.87692  0.682
N -3.02198 0.70426 2.49085  -0.513
C -2.16705 1.34482 1.75545  0.241
S -2.09432 1.27214 0.01599  -0.429
N -1.19553 2.16472 2.32564  -0.052
C -3.86700 -0.05891 4.64509  -1.239
H 0.22649 2.97911 5.26738  0.365
H 0.06147 4.08048 3.88434  0.299
H 1.10535 2.66169 3.76372  0.276
H -1.77601 1.51936 5.55875  0.207
H -0.45274 2.43067 1.69675  0.073
H -3.73549 0.06791 5.72262  0.336
H -3.73577 -1.11930 4.40068  0.218
H -4.89952 0.19783 4.38206  0.285